# C2H2N2OS2

C2H2N2OS2 in the gas phase (the ωB97M-V functional and the def2-TZVPD basis, OMol25).

ORCA input file:
```
! RIJCOSX wB97M-V def2-TZVPD def2/J DEFGRID3
* xyz 0 1
O -2.36095 -0.05860 0.16480
C -1.17445 -0.00860 0.03309
S -0.24814 -1.48601 0.05112
N 1.35954 -1.17816 -0.34636
C 1.89743 -0.07249 0.01272
N 1.20549 0.98929 0.47918
S -0.25765 1.52115 -0.26714
H 3.00005 -0.00045 -0.01475
H 1.68702 1.71572 0.94817
*
```

Values from the calculation:
**Energy**: -28803.4556 eV
**Energy above the lowest of the compared OMol25 structures with the same formula, charge and spin**: 0.1683 eV
**LUMO level**: 0.093 eV
**F_max**: 0.0258 hartree/bohr
**Frontier orbital gap**: 9.163 eV

Atom-resolved charges from Löwdin, all expressed in e: O -0.043; C -1.043; S 0.968; N -0.311; C -0.401; N -0.335; S 0.961; H 0.132; H 0.072

=====

# C2H2N2OS2

C2H2N2OS2 in the gas phase (the ωB97M-V functional and the def2-TZVPD basis, OMol25).

ORCA input file:
```
! RIJCOSX wB97M-V def2-TZVPD def2/J DEFGRID3
* xyz 0 1
O 2.27928 -0.32968 -1.14519
C 1.18764 -0.27561 -0.72126
N 0.65236 0.95927 -0.08903
S -1.01000 1.16040 -0.19228
C -1.46120 -0.21556 0.76188
N -0.80350 -1.25791 0.72034
S 0.25234 -1.76230 -0.50132
H 1.07844 1.90557 -0.29721
H -2.17535 -0.18418 1.46407
*
```

Values from the calculation:
**Energy**: -28802.8508 eV
**Energy above the lowest of the compared OMol25 structures with the same formula, charge and spin**: 0.7732 eV
**LUMO level**: 0.099 eV
**F_max**: 0.0743 hartree/bohr
**Frontier orbital gap**: 9.337 eV

Atom-resolved charges from Löwdin, all expressed in e: O 0.036; C -0.823; N -0.334; S 0.905; C -0.577; N -0.363; S 1.005; H 0.115; H 0.036

=====

# C2H2N2OS3

C2H2N2OS3 in the gas phase (the ωB97M-V functional and the def2-TZVPD basis, OMol25).

ORCA input file:
```
! RIJCOSX wB97M-V def2-TZVPD def2/J DEFGRID3
* xyz 0 1
C -0.35547 -0.40161 0.06601
C 1.89296 -0.10394 -0.33119
N 0.74802 -0.86931 -0.19488
N 0.48141 1.76452 -0.18798
O 1.69669 1.18838 -0.18277
S 3.41751 -0.68146 -0.46751
S -3.04255 -1.64623 -0.36725
S -1.84096 0.20818 0.19192
H 0.42834 2.46362 0.53330
H -3.42595 -1.92216 0.94036
*
```

Values from the calculation:
**Energy**: -39634.1326 eV
**Energy above the lowest of the compared OMol25 structures with the same formula, charge and spin**: 5.1074 eV
**LUMO level (spin up / spin down)**: -1.695 / -1.563 eV
**F_max**: 0.0609 hartree/bohr
**Frontier orbital gap (spin up / spin down)**: 7.293 / 6.608 eV

Atom-resolved charges from Löwdin, all expressed in e: C -0.589; C -0.930; N 0.089; N 0.046; O -0.166; S 0.707; S 0.320; S 0.651; H 0.056; H -0.184

=====

# C2H2N2S

C2H2N2S in the gas phase (the ωB97M-V functional and the def2-TZVPD basis, OMol25).

ORCA input file:
```
! RIJCOSX wB97M-V def2-TZVPD def2/J DEFGRID3
* xyz 0 1
N -0.29317 -1.84308 1.45913
C -0.20236 -1.01808 0.68596
C 0.08646 0.03393 -0.28833
N 0.44960 -0.48132 -1.54605
S -0.12571 1.45802 0.12867
H 0.69822 0.25546 -2.23207
H 0.91353 -1.40800 -1.60405
*
```

Values from the calculation:
**Energy**: -15920.6497 eV
**Energy above the lowest of the compared OMol25 structures with the same formula, charge and spin**: 0.7573 eV
**LUMO level**: -0.469 eV
**F_max**: 0.1449 hartree/bohr
**Frontier orbital gap**: 9.136 eV

Atom-resolved charges from Löwdin, all expressed in e: N 0.170; C -0.277; C -1.025; N 0.057; S 0.853; H 0.104; H 0.119

=====

# C2H2N3S2

2 unconnected molecules or ions with the total composition C2H2N3S2 (the ωB97M-V functional and the def2-TZVPD basis, OMol25).

ORCA input file:
```
! RIJCOSX wB97M-V def2-TZVPD def2/J DEFGRID3
* xyz -1 1
C 1.14199 0.20007 -0.68266
C -0.45814 0.30225 0.91537
N 0.93083 -1.04302 -0.29575
N -0.04164 -0.90432 0.67696
N 0.31603 1.05693 0.00029
S 0.17440 2.72221 -0.19480
S -3.05413 -1.24970 0.15492
H 1.71183 0.63978 -1.60660
H -0.72117 -1.72421 1.03226
*
```

Values from the calculation:
**Energy**: -28243.5107 eV
**Energy above the lowest of the compared OMol25 structures with the same formula, charge and spin**: 4.4508 eV
**LUMO level (spin up / spin down)**: 0.715 / 2.987 eV
**F_max**: 0.0576 hartree/bohr
**Frontier orbital gap (spin up / spin down)**: 3.780 / 5.620 eV

Atom-resolved charges from Löwdin, all expressed in e: C -0.272; C -0.259; N 0.055; N -0.140; N -0.599; S 0.633; S -0.631; H 0.135; H 0.078

=====

# C2H2N4

C2H2N4 in the gas phase (the ωB97M-V functional and the def2-TZVPD basis, OMol25).

ORCA input file:
```
! RIJCOSX wB97M-V def2-TZVPD def2/J DEFGRID3
* xyz 0 1
C -1.08390 -0.33525 -0.31576
N -0.05792 -1.07088 0.24032
C 1.03972 -0.39451 0.37500
N 1.09706 0.98542 0.35970
N 0.10376 1.66118 -0.03207
N -1.06922 0.93741 -0.59114
H -2.01069 -0.84938 -0.58804
H 2.00498 -0.87642 0.55696
*
```

Values from the calculation:
**Energy**: -8064.0587 eV
**Energy above the lowest of the compared OMol25 structures with the same formula, charge and spin**: 2.0732 eV
**LUMO level**: -0.837 eV
**F_max**: 0.0536 hartree/bohr
**Frontier orbital gap**: 9.387 eV

Atom-resolved charges from Löwdin, all expressed in e: C -0.223; N 0.096; C -0.187; N 0.007; N 0.023; N 0.061; H 0.109; H 0.113

=====

# C2H2N4

C2H2N4 in the gas phase (the ωB97M-V functional and the def2-TZVPD basis, OMol25).

ORCA input file:
```
! RIJCOSX wB97M-V def2-TZVPD def2/J DEFGRID3
* xyz 0 1
C -1.53351 -0.29867 -0.10551
N -0.98332 0.78980 -0.23429
N -0.08299 1.62723 -0.09131
N 1.21216 1.00766 -0.24375
C 1.08202 -0.17029 0.25064
N 0.49861 -1.19266 0.65966
H -2.05342 -0.77632 -0.93287
H 1.86045 -0.98674 0.69743
*
```

Values from the calculation:
**Energy**: -8058.9854 eV
**Energy above the lowest of the compared OMol25 structures with the same formula, charge and spin**: 7.1465 eV
**LUMO level**: -0.573 eV
**F_max**: 0.0137 hartree/bohr
**Frontier orbital gap**: 8.430 eV

Atom-resolved charges from Löwdin, all expressed in e: C 0.068; N -0.107; N 0.019; N 0.031; C -0.458; N 0.190; H 0.062; H 0.195

=====

# C2H2N4

C2H2N4 in the gas phase (the ωB97M-V functional and the def2-TZVPD basis, OMol25).

ORCA input file:
```
! RIJCOSX wB97M-V def2-TZVPD def2/J DEFGRID3
* xyz 0 1
C 0.94076 0.23899 -0.29915
N 1.08749 0.64812 -1.44456
N -1.82370 -0.30994 -0.96533
N -1.41838 -0.32670 0.11134
C -0.63344 -0.32405 1.13942
N 0.73099 -0.15041 0.83439
H 2.08766 0.49489 -1.52974
H -0.97139 -0.27090 2.15364
*
```

Values from the calculation:
**Energy**: -8062.7971 eV
**Energy above the lowest of the compared OMol25 structures with the same formula, charge and spin**: 3.3348 eV
**LUMO level**: 0.341 eV
**F_max**: 0.0304 hartree/bohr
**Frontier orbital gap**: 8.303 eV

Atom-resolved charges from Löwdin, all expressed in e: C -0.326; N 0.155; N 0.203; N -0.122; C -0.201; N 0.106; H 0.085; H 0.099

=====

# C2H2N4O2

C2H2N4O2 in the gas phase (the ωB97M-V functional and the def2-TZVPD basis, OMol25).

ORCA input file:
```
! RIJCOSX wB97M-V def2-TZVPD def2/J DEFGRID3
* xyz 0 1
O -1.43394 2.15972 0.12229
C -0.81743 1.21496 -0.22883
N -1.02408 0.55893 -1.45322
N -0.77587 -0.65037 -1.51597
N -0.19834 -1.37713 -0.48131
C 0.53527 -0.58913 0.29138
O 1.46393 -1.18936 0.96696
N 0.38762 0.72389 0.29455
H 1.17410 -2.17873 0.89939
H 0.68875 1.32723 1.10476
*
```

Values from the calculation:
**Energy**: -12159.6415 eV
**Energy above the lowest of the compared OMol25 structures with the same formula, charge and spin**: 3.1058 eV
**LUMO level**: 0.045 eV
**F_max**: 0.0827 hartree/bohr
**Frontier orbital gap**: 9.707 eV

Atom-resolved charges from Löwdin, all expressed in e: O 0.149; C -0.523; N 0.089; N -0.011; N 0.076; C -0.511; O 0.125; N 0.214; H 0.188; H 0.205

=====

# C2H2N4O2

C2H2N4O2 in the gas phase (the ωB97M-V functional and the def2-TZVPD basis, OMol25).

ORCA input file:
```
! RIJCOSX wB97M-V def2-TZVPD def2/J DEFGRID3
* xyz 0 1
H 2.00401 -1.72124 -0.17404
N 2.21490 -0.75229 -0.43343
C 1.20429 -0.02028 0.05655
N 1.20233 1.44562 0.20818
N 0.11753 2.01854 0.18701
N -1.01599 1.39068 -0.31675
C -1.15950 0.13254 -0.02836
O -2.35087 -0.44594 -0.13670
O -0.09023 -0.71922 0.72897
H -2.12647 -1.32841 -0.09143
*
```

Values from the calculation:
**Energy**: -12157.2042 eV
**Energy above the lowest of the compared OMol25 structures with the same formula, charge and spin**: 5.5431 eV
**LUMO level**: -1.039 eV
**F_max**: 0.1212 hartree/bohr
**Frontier orbital gap**: 9.598 eV

Atom-resolved charges from Löwdin, all expressed in e: H 0.056; N 0.155; C -0.265; N 0.072; N -0.011; N 0.104; C -0.343; O 0.177; O -0.026; H 0.080

=====

# C2H2N4O2

C2H2N4O2 in the gas phase (the ωB97M-V functional and the def2-TZVPD basis, OMol25).

ORCA input file:
```
! RIJCOSX wB97M-V def2-TZVPD def2/J DEFGRID3
* xyz 0 1
H 0.40279 0.62861 -2.21858
N 0.04571 1.55180 -1.91911
C -0.83807 1.35993 -0.74677
N -0.90580 0.03358 0.00193
O -0.62242 0.43066 1.48199
N 0.44117 -0.57665 1.96573
N 0.81369 -1.22759 1.00709
C 0.30546 -0.69638 -0.28565
O 0.77408 -1.09815 -1.33789
H -1.18386 2.26199 -0.12920
*
```

Values from the calculation:
**Energy**: -12155.4151 eV
**Energy above the lowest of the compared OMol25 structures with the same formula, charge and spin**: 7.3322 eV
**LUMO level**: -1.245 eV
**F_max**: 0.1645 hartree/bohr
**Frontier orbital gap**: 9.750 eV

Atom-resolved charges from Löwdin, all expressed in e: H 0.001; N 0.095; C -0.056; N 0.049; O -0.121; N 0.128; N 0.106; C -0.433; O 0.108; H 0.125

=====

# C2H2N4O2

C2H2N4O2 in the gas phase (the ωB97M-V functional and the def2-TZVPD basis, OMol25).

ORCA input file:
```
! RIJCOSX wB97M-V def2-TZVPD def2/J DEFGRID3
* xyz 0 1
H 0.30707 1.13904 -2.54250
N -0.33890 0.67854 -2.00534
C -0.03831 0.34760 -0.82866
N 1.36950 0.54575 -0.40559
N 1.77397 0.21748 0.75110
O 0.93954 -0.40266 1.54984
C -0.32330 -0.66431 1.31015
O -0.78547 -1.72516 1.82642
N -0.97842 0.08616 0.36501
H -1.92566 -0.22244 -0.02044
*
```

Values from the calculation:
**Energy**: -12158.1745 eV
**Energy above the lowest of the compared OMol25 structures with the same formula, charge and spin**: 4.5727 eV
**LUMO level**: -1.003 eV
**F_max**: 0.1441 hartree/bohr
**Frontier orbital gap**: 9.989 eV

Atom-resolved charges from Löwdin, all expressed in e: H 0.028; N 0.177; C -0.329; N 0.102; N 0.058; O 0.053; C -0.530; O 0.078; N 0.179; H 0.185

=====

Which of these has the lowest energy? C2H2N2OS3

=====

Which value of energy above the lowest of the compared OMol25 structures with the same formula, charge and spin does entry 11 give? 7.3322 eV

=====

The highest F_max belongs to which entry? number 11

=====

Copy entry 10 word for word.
# C2H2N4O2

C2H2N4O2 in the gas phase (the ωB97M-V functional and the def2-TZVPD basis, OMol25).

ORCA input file:
```
! RIJCOSX wB97M-V def2-TZVPD def2/J DEFGRID3
* xyz 0 1
H 2.00401 -1.72124 -0.17404
N 2.21490 -0.75229 -0.43343
C 1.20429 -0.02028 0.05655
N 1.20233 1.44562 0.20818
N 0.11753 2.01854 0.18701
N -1.01599 1.39068 -0.31675
C -1.15950 0.13254 -0.02836
O -2.35087 -0.44594 -0.13670
O -0.09023 -0.71922 0.72897
H -2.12647 -1.32841 -0.09143
*
```

Values from the calculation:
**Energy**: -12157.2042 eV
**Energy above the lowest of the compared OMol25 structures with the same formula, charge and spin**: 5.5431 eV
**LUMO level**: -1.039 eV
**F_max**: 0.1212 hartree/bohr
**Frontier orbital gap**: 9.598 eV

Atom-resolved charges from Löwdin, all expressed in e: H 0.056; N 0.155; C -0.265; N 0.072; N -0.011; N 0.104; C -0.343; O 0.177; O -0.026; H 0.080